69
Properties=species:S:1:pos:R:3:forces:R:3:nbo_charge:R:1 method="wB97M-V/def2-TZVPD" e_tot_ha=-1294.44051 de_lowest_kcal_mol=0.0 gap_ev=4.40 lumo_energy_ev=-1.8 homo_energy_ev=-6.16
H -2.894 -2.349 0.724 -0.3 -0.1 0.0 0.175
O 2.742 0.810 2.180 0.5 0.4 -0.6 -0.554
C 0.543 0.190 2.773 0.5 2.4 -0.6 -0.357
H -3.329 -0.730 3.286 0.0 -0.1 -0.3 0.230
C -2.120 2.453 1.733 -0.2 0.2 0.0 -0.375
H -1.159 -2.213 -3.148 0.1 -0.2 -0.2 0.227
C 1.792 -1.903 0.846 -0.3 -0.4 -2.4 0.041
C 1.090 -2.864 0.104 0.0 -0.2 0.9 -0.360
H 1.194 -3.921 0.404 0.5 0.5 -0.7 0.226
H 5.221 0.204 2.030 -0.2 0.3 -0.1 0.217
H -2.438 3.508 1.733 0.2 -0.2 -0.1 0.195
C -0.331 -2.902 -3.342 -0.3 0.5 -0.3 -0.407
H -0.894 -1.211 1.790 -0.2 -0.3 0.0 0.232
H -4.145 0.226 0.574 0.3 -0.1 0.0 0.193
H 2.207 -0.767 3.668 -0.2 -0.1 0.1 0.216
H 2.564 -3.895 2.505 0.4 0.1 0.1 0.222
C 4.254 -1.743 0.473 -1.0 0.2 -0.2 -0.217
H -0.681 -3.761 -3.914 -0.1 0.3 0.0 0.216
H 6.744 -3.843 1.452 -0.2 0.1 0.0 0.219
H -4.244 2.146 1.665 0.2 -0.1 0.2 0.192
C 0.363 -2.550 -1.063 0.0 0.3 0.5 0.209
H -1.365 2.849 3.693 0.2 -0.2 -0.2 0.213
H -0.795 -2.942 1.549 -0.3 0.0 0.2 0.167
H 0.282 -5.280 -1.135 0.0 0.2 -0.2 0.226
C 5.522 -2.307 0.535 -0.1 -0.6 0.5 -0.206
O 1.076 1.526 0.830 0.4 0.1 0.3 -0.699
H 1.730 -4.879 -2.090 -0.3 0.3 0.0 0.224
C 4.696 -3.950 2.129 0.1 0.0 -0.1 -0.212
O -1.358 0.471 4.139 0.5 0.2 -0.2 -0.695
H 5.189 1.862 2.697 0.1 -0.2 -0.1 0.215
H -1.222 -3.384 3.908 0.1 0.2 -0.1 0.178
H -1.720 2.246 0.730 -0.1 0.0 0.2 0.202
H 4.037 -0.935 -0.239 0.2 -0.3 0.4 0.220
H 0.200 -5.252 -2.914 0.2 -0.1 0.3 0.218
C -3.364 1.591 2.025 0.0 0.4 -0.2 -0.412
H 1.100 -2.748 3.040 -0.1 -0.1 -0.1 0.151
C 0.574 -2.173 3.809 -0.2 -0.1 0.3 -0.357
H 1.525 -0.861 0.732 0.1 0.0 -0.3 0.252
C 0.636 -4.767 -2.038 0.1 -0.6 0.0 -0.424
C -0.620 0.936 3.243 -0.8 -0.6 -0.1 0.525
H -0.040 -1.533 -1.184 0.4 -0.4 -0.1 0.238
H 0.430 -2.369 -3.928 -0.1 -0.2 0.2 0.216
H 5.752 1.577 1.038 0.0 0.0 0.1 0.205
H -2.405 0.108 0.766 0.0 0.0 0.2 0.190
C 5.028 1.259 1.795 0.3 0.2 0.1 -0.629
C -3.586 -0.984 2.248 -0.1 -0.2 0.0 -0.407
C -3.343 0.223 1.328 -0.3 -0.1 0.0 -0.400
H -0.113 2.850 2.408 -0.3 0.2 0.0 0.216
H 3.360 2.553 1.292 0.2 -0.3 -0.3 0.195
C 5.750 -3.407 1.385 -0.2 0.4 -0.2 -0.201
H 4.857 -4.813 2.786 0.0 0.4 -0.3 0.223
H -4.659 -1.219 2.229 0.1 0.0 0.1 0.191
C -2.810 -2.231 1.812 0.3 0.0 0.2 -0.383
N 0.193 -3.385 -2.077 0.1 0.4 0.7 -0.327
H -3.464 1.483 3.114 0.0 -0.1 -0.3 0.224
C 3.166 -2.285 1.199 1.1 -1.3 1.0 -0.021
C 3.414 -3.423 2.011 -0.1 0.6 -0.5 -0.210
C 3.631 1.489 1.278 -0.2 -0.2 0.3 -0.067
H -1.486 -1.660 4.243 0.2 -0.2 -0.2 0.253
C -1.009 2.344 2.779 0.6 0.0 0.0 -0.484
H -3.237 -3.124 2.286 0.0 0.0 -0.1 0.193
H 0.899 -0.285 4.770 0.2 -0.3 -0.1 0.210
H 0.848 -2.621 4.772 0.1 0.0 -0.1 0.201
C -0.935 -2.361 3.603 -0.2 -0.1 0.0 -0.414
H 3.495 1.088 0.263 0.0 0.3 0.2 0.168
C -1.316 -2.170 2.134 0.0 0.1 -0.1 -0.421
C 1.119 -0.738 3.789 0.0 0.0 0.6 -0.449
C 1.429 0.947 1.858 -1.6 -1.3 0.8 0.737
H 6.329 -1.913 -0.088 -0.3 -0.1 0.3 0.223